{"formula": "C13H8Cl5HgN2O2", "method": "ωB97M-V with the def2-TZVPD basis set", "elements": ["Hg", "Cl", "C", "C", "C", "Cl", "C", "Cl", "C", "Cl", "C", "Cl", "O", "C", "N", "C", "O", "C", "C", "C", "C", "N", "C", "H", "H", "H", "H", "H", "H", "H", "H"], "xyz": [[-0.47, -0.98, 0.23], [-0.17, 1.60, 2.32], [-1.54, 1.74, 1.25], [-1.66, 0.88, 0.19], [-2.73, 1.00, -0.67], [-2.86, -0.08, -2.03], [-3.71, 1.98, -0.46], [-5.05, 2.12, -1.53], [-3.59, 2.83, 0.64], [-4.81, 4.00, 0.94], [-2.49, 2.73, 1.49], [-2.35, 3.79, 2.84], [1.53, -3.53, -2.77], [1.62, -2.85, -4.02], [2.97, -2.47, -4.26], [3.56, -1.27, -3.97], [4.72, -1.04, -4.28], [2.74, -0.23, -3.26], [2.73, 1.07, -3.75], [2.04, 2.04, -3.04], [1.39, 1.67, -1.87], [1.42, 0.44, -1.38], [2.09, -0.49, -2.06], [0.69, -3.99, -2.71], [0.99, -1.96, -4.01], [1.29, -3.51, -4.82], [3.61, -3.17, -4.60], [3.25, 1.30, -4.67], [2.01, 3.06, -3.39], [0.82, 2.40, -1.30], [2.11, -1.49, -1.63]], "lowdin_spin": [0.6044, 0.0202, 0.0201, 0.2365, 0.0203, 0.0189, 0.0077, 0.0052, -0.0068, -0.0026, 0.0077, 0.0051, 0.0105, 0.0003, 0.0000, 0.0001, 0.0001, 0.0005, 0.0000, 0.0009, 0.0009, 0.0171, 0.0171, 0.0008, 0.0001, 0.0001, 0.0000, 0.0000, 0.0001, 0.0002, 0.0143], "e_tot_ev": -87471.90134, "mol_weight_g_mol": 602.1, "homo_energy_ev": [-7.8, -9.2], "spin_multiplicity": 2, "lumo_ev": [0.22, -1.52]}